The following is a DFT calculation (ωB97M-V with the def2-TZVPD basis set) of C54H49N6Pd as an isolated structure at a distorted geometry.

HOMO-LUMO gap (spin up / spin down): 5.26 / 5.01 eV
HOMO (spin up / spin down): -9.66 / -9.45 eV
LUMO energy (spin up / spin down): -0.1615 / -0.1633 hartree

```
! wB97M-V def2-TZVPD RIJCOSX def2/J DEFGRID3
* xyz 1 1
Pd 0.28 -0.04 -0.32
C -3.65 -6.52 -0.97
C -3.41 -5.70 -2.06
C -2.73 -4.51 -1.89
C -2.26 -4.15 -0.62
C -2.51 -4.98 0.46
C -3.20 -6.16 0.29
C -1.51 -2.90 -0.42
C -0.13 -3.00 -0.09
C 0.57 -4.13 0.43
C 1.85 -3.73 0.72
C 1.96 -2.36 0.31
C 3.10 -1.53 0.35
C 4.29 -2.00 1.08
C 4.96 -3.17 0.74
C 6.04 -3.60 1.49
C 6.45 -2.88 2.60
C 5.79 -1.71 2.94
C 4.72 -1.27 2.18
C 3.18 -0.29 -0.33
N 2.12 0.37 -0.89
C 2.60 1.24 -1.83
C 1.88 1.97 -2.79
C 2.59 2.16 -4.09
C 2.41 1.17 -5.05
C 2.99 1.28 -6.30
C 3.77 2.38 -6.60
C 3.96 3.37 -5.65
C 3.37 3.27 -4.40
C 0.55 2.47 -2.80
C -0.03 3.30 -3.78
C -1.30 3.71 -3.37
C -1.56 3.13 -2.13
N -0.41 2.37 -1.80
C -1.95 1.93 -0.18
C -2.48 0.53 -0.40
C -3.68 -0.01 -0.89
C -3.51 -1.39 -0.95
C -2.18 -1.67 -0.52
N -1.61 -0.48 -0.15
C -1.92 2.34 1.28
C -1.07 3.38 1.65
C -0.95 3.75 2.98
C -1.68 3.09 3.95
C -2.54 2.06 3.59
C -2.65 1.68 2.27
C 4.04 1.18 -1.79
C 4.39 0.29 -0.83
N 0.75 -1.97 -0.20
H -4.18 -7.45 -1.10
H -3.77 -5.98 -3.04
H -2.55 -3.85 -2.73
H -2.19 -4.67 1.45
H -3.40 -6.79 1.14
H 0.15 -5.10 0.58
H 2.64 -4.30 1.15
H 4.66 -3.73 -0.14
H 6.56 -4.51 1.21
H 7.28 -3.22 3.19
H 6.09 -1.15 3.82
H 4.21 -0.36 2.43
H 1.79 0.31 -4.82
H 2.83 0.51 -7.04
H 4.21 2.48 -7.58
H 4.57 4.23 -5.88
H 3.51 4.05 -3.67
H 0.43 3.55 -4.71
H -1.94 4.37 -3.92
H -4.57 0.52 -1.15
H -4.22 -2.11 -1.27
H -0.52 3.91 0.89
H -0.27 4.55 3.25
H -1.59 3.38 4.99
H -3.13 1.56 4.35
H -3.32 0.87 1.99
H 4.69 1.78 -2.39
H 5.37 -0.01 -0.52
C 0.76 -2.88 4.05
C 0.42 -1.39 3.97
C -1.02 -1.14 4.42
C 1.40 -0.58 4.82
N 0.56 -1.05 2.55
N 0.55 0.31 2.16
H 0.52 -3.27 5.03
H 1.81 -3.03 3.84
H 0.19 -3.43 3.31
H -1.14 -1.43 5.46
H -1.71 -1.73 3.82
H -1.29 -0.09 4.33
H 1.37 -0.95 5.84
H 1.14 0.48 4.85
H 2.41 -0.70 4.45
H -0.18 -1.53 2.03
H 1.32 0.78 2.62
H -0.34 0.79 2.37
C -4.68 3.26 -2.31
C -3.85 3.63 -1.07
C -4.62 3.28 0.21
C -3.64 5.16 -1.08
C -2.52 2.95 -1.14
C -0.52 1.71 -0.66
H -5.63 3.78 -2.29
H -4.87 2.19 -2.36
H -4.16 3.55 -3.22
H -5.64 3.65 0.13
H -4.16 3.75 1.07
H -4.66 2.21 0.38
H -4.61 5.65 -0.99
H -3.18 5.48 -2.01
H -3.01 5.48 -0.26
*
```